{
  "formula": "C17H19ClN4O",
  "method": "the ωB97M-V functional and the def2-TZVPD basis",
  "de_lowest_kcal_mol": 115.9,
  "orbital_gap_ev": 8.139,
  "smiles": "CN1CCN(/C=C2\\CCn3c2nc(=O)c2c(Cl)cccc23)CC1",
  "e_lumo_ev": 0.17,
  "homo_energy_ev": -7.97,
  "total_charge": 0,
  "elements": ["C", "N", "C", "C", "N", "C", "C", "C", "C", "N", "C", "N", "C", "O", "C", "C", "Cl", "C", "C", "C", "C", "C", "C", "H", "H", "H", "H", "H", "H", "H", "H", "H", "H", "H", "H", "H", "H", "H", "H", "H", "H", "H"],
  "positions_angstrom": [[-0.3689, 5.3310, -2.9265], [0.3973, 4.0001, -2.7446], [-0.3956, 2.8100, -2.9438], [-0.5962, 2.1243, -1.5944], [0.7246, 1.8759, -0.8808], [0.8528, 0.8952, 0.2086], [0.3976, -0.3542, 0.0884], [-0.2467, -1.1275, -1.0791], [-0.1926, -2.5945, -0.5664], [-0.0687, -2.4249, 0.8322], [0.3080, -1.1495, 1.2759], [0.6460, -0.8745, 2.4829], [0.6730, -1.8497, 3.3813], [0.5785, -1.3208, 4.4792], [0.1116, -3.1827, 3.1046], [-0.3441, -4.0193, 4.1534], [-0.1388, -3.7333, 5.9623], [-0.9984, -5.1934, 3.7637], [-1.2748, -5.5100, 2.3847], [-0.7963, -4.6439, 1.4242], [-0.1904, -3.4364, 1.8165], [1.3090, 3.2269, -0.6169], [1.6109, 3.9351, -1.9698], [-0.2118, 5.8920, -1.9792], [-1.3829, 5.0554, -3.1648], [-0.0333, 5.8110, -3.7726], [0.1286, 2.1367, -3.6227], [-1.2970, 3.0586, -3.5801], [-1.0282, 1.1937, -1.8538], [-1.2709, 2.7199, -0.9058], [1.2061, 1.2779, 1.1921], [-1.2988, -0.8748, -1.4359], [0.5447, -1.1032, -1.9114], [0.6221, -3.2522, -0.9065], [-1.0791, -3.1193, -1.0039], [-1.5385, -5.8067, 4.5188], [-2.0056, -6.2570, 2.1610], [-0.7358, -4.8006, 0.3624], [0.6865, 3.8764, 0.0084], [2.2651, 3.0485, 0.0501], [2.4800, 3.3846, -2.4235], [1.9510, 4.9750, -1.7682]]
}

***

{
  "formula": "C17H19F3N2O9",
  "method": "the ωB97M-V functional and the def2-TZVPD basis",
  "de_lowest_kcal_mol": 7.1,
  "orbital_gap_ev": [8.308, 3.909],
  "e_lumo_ev": [-3.83, -8.21],
  "multiplicity": 2,
  "homo_energy_ev": [-12.14, -12.12],
  "total_charge": 1,
  "s_squared": 0.762,
  "elements": ["C", "C", "O", "C", "O", "O", "F", "H", "H", "H", "C", "C", "O", "C", "O", "O", "F", "H", "H", "H", "C", "C", "O", "C", "O", "O", "F", "H", "H", "H", "N", "C", "C", "C", "C", "H", "H", "H", "H", "H", "N", "C", "C", "C", "C", "H", "H", "H", "H", "H"],
  "positions_angstrom": [[-4.2235, -2.8096, 2.0396], [-3.2038, -1.6946, 1.9527], [-2.0723, -2.4603, 1.3840], [-2.1718, -3.7222, 1.8012], [-1.2973, -4.5234, 1.7770], [-3.2886, -3.8197, 2.4072], [-2.9115, -1.1686, 3.1059], [-4.6572, -2.9642, 1.0516], [-4.9679, -2.5608, 2.7961], [-3.5629, -0.8900, 1.3110], [2.9232, 2.9617, -0.0113], [3.3522, 2.1728, -1.2441], [4.7351, 2.0597, -0.8647], [5.1259, 3.1635, -0.1915], [6.2703, 3.6212, -0.0542], [4.0705, 3.7488, 0.3478], [3.2893, 2.9404, -2.4573], [2.6378, 2.3563, 0.8490], [2.0352, 3.5502, -0.2418], [2.8301, 1.2279, -1.3950], [3.1373, -2.6983, -1.5783], [4.0608, -3.6527, -2.3462], [5.0936, -2.7802, -2.8085], [4.9095, -1.5307, -2.3092], [5.5362, -0.5093, -2.5949], [3.8938, -1.4957, -1.4887], [3.3417, -4.2140, -3.2954], [3.0109, -3.1444, -0.5918], [2.1247, -2.6248, -1.9750], [4.5571, -4.3853, -1.7097], [-0.7920, -0.9504, -0.5516], [-1.8657, -0.4049, -1.1295], [-1.4353, 0.6125, -1.8517], [-0.0341, 0.8284, -1.6429], [0.3189, -0.2183, -0.9152], [-0.8555, -1.8410, -0.0795], [-2.8151, -0.9190, -1.1056], [-1.9928, 1.2448, -2.5267], [0.6347, 1.5169, -2.1381], [1.2942, -0.5376, -0.5786], [-4.0846, 2.3113, 0.8704], [-2.8777, 2.0175, 1.3676], [-2.8063, 2.4929, 2.6684], [-4.0953, 3.0637, 2.9529], [-4.8318, 2.9868, 1.7726], [-4.2682, 2.2080, -0.1173], [-2.0628, 1.7540, 0.7097], [-1.9472, 2.5889, 3.3159], [-4.3042, 3.6383, 3.8432], [-5.7577, 3.4533, 1.4701]]
}

***

{
  "formula": "C17H19FN2O3",
  "method": "the ωB97M-V functional and the def2-TZVPD basis",
  "de_lowest_kcal_mol": 381.7,
  "orbital_gap_ev": 7.575,
  "e_lumo_ev": -0.41,
  "homo_energy_ev": -7.98,
  "total_charge": 0,
  "elements": ["C", "C", "H", "H", "O", "C", "O", "C", "C", "C", "C", "N", "C", "O", "C", "C", "C", "C", "C", "C", "C", "C", "N", "H", "H", "H", "F", "H", "H", "C", "H", "H", "H", "H", "H", "H", "H", "H", "H", "H", "H", "H"],
  "positions_angstrom": [[4.4173, -4.6162, -1.1498], [2.8606, -4.1567, -1.4563], [2.6066, -4.1406, -2.4414], [2.1869, -4.9399, -1.0266], [2.6490, -3.0129, -1.1040], [1.6306, -2.4480, -1.1263], [0.8524, -2.9502, -1.7229], [1.3832, -1.1386, -0.4503], [1.8638, -1.1856, 1.0281], [0.9836, -1.9748, 1.7954], [-0.4361, -1.9920, 1.5067], [-0.7194, -0.7972, 0.7413], [-1.4479, 0.2847, 1.1306], [-1.7800, 0.1524, 2.5818], [-1.8320, 1.4804, 0.5933], [-1.8084, 1.9255, -0.6610], [-2.3494, 3.3391, -0.7996], [-2.6782, 4.1712, -1.6962], [-3.3071, 5.4407, -1.1885], [-3.1266, 5.8453, 0.1395], [-2.9130, 4.8597, 1.0356], [-2.2927, 3.6345, 0.8348], [-2.0299, 2.6222, 1.5807], [-1.8801, 2.5746, 2.5569], [-3.1355, 5.0887, 2.1974], [-3.6120, 6.8800, 0.3007], [-3.5003, 6.3397, -2.3988], [-2.8350, 3.8658, -2.5630], [-1.7126, 1.2941, -1.5383], [0.1120, -0.3706, -0.5648], [-0.5332, -0.9590, -1.2900], [0.0680, 0.5377, -0.8002], [-0.6297, -2.6657, 0.6050], [-1.1350, -2.0408, 1.9919], [1.0704, -1.7298, 2.8284], [1.3068, -3.0194, 1.9775], [2.7975, -1.4885, 1.0602], [2.0662, 0.0660, 1.5183], [2.1913, -0.4530, -0.9610], [5.1777, -4.0645, -1.4798], [4.6655, -4.5659, -0.1322], [4.8049, -5.6923, -1.4532]]
}

***

{
  "formula": "C17H19FN2O5S",
  "method": "the ωB97M-V functional and the def2-TZVPD basis",
  "de_lowest_kcal_mol": 55.8,
  "orbital_gap_ev": 8.803,
  "smiles": "COCC1=C(N=C=S)C(=O)C(CC(=O)F)=C(CCCCNC(C)=O)C1=O",
  "e_lumo_ev": -0.92,
  "homo_energy_ev": -9.73,
  "total_charge": 0,
  "elements": ["C", "O", "C", "C", "C", "N", "C", "S", "C", "O", "C", "C", "C", "O", "F", "C", "C", "C", "C", "C", "N", "C", "C", "O", "C", "O", "H", "H", "H", "H", "H", "H", "H", "H", "H", "H", "H", "H", "H", "H", "H", "H", "H", "H", "H"],
  "positions_angstrom": [[0.9467, -4.0300, -0.4418], [-0.1936, -4.8805, -0.5670], [-1.0594, -4.4186, -1.6094], [-1.5642, -3.0021, -1.2118], [-2.5682, -2.8139, -0.3471], [-3.2389, -3.9720, 0.2167], [-3.0452, -4.0626, 1.4098], [-3.3045, -4.0853, 2.9794], [-2.9565, -1.3498, 0.0104], [-4.0761, -0.9768, 0.1407], [-1.7433, -0.3927, 0.1364], [-1.6674, 0.6681, 1.2427], [-2.2539, 2.0420, 0.8162], [-2.5640, 2.2632, -0.2819], [-2.3493, 2.9561, 1.8196], [-0.7501, -0.5684, -0.7514], [0.5746, 0.2216, -0.8237], [0.4366, 1.7745, -0.9458], [1.8295, 2.3166, -1.4905], [2.2026, 3.6698, -0.8057], [2.9749, 3.4173, 0.4466], [2.1555, 3.6024, 1.6319], [2.2777, 2.5113, 2.7489], [1.4291, 4.5273, 1.8371], [-0.9304, -1.7137, -1.7911], [-0.6325, -1.5950, -2.9382], [0.7174, -3.1804, 0.2501], [1.2190, -3.6038, -1.4359], [1.8046, -4.5945, -0.0180], [-1.9480, -5.0777, -1.6159], [-0.5392, -4.3409, -2.5870], [-2.1520, 0.2731, 2.1652], [-0.5911, 0.8463, 1.4769], [1.2617, -0.0153, 0.0230], [1.1046, -0.1263, -1.7411], [-0.3795, 2.0972, -1.6237], [0.3193, 2.2590, 0.0515], [2.5932, 1.5699, -1.1848], [1.8232, 2.3898, -2.5970], [1.2959, 4.2872, -0.6343], [2.9043, 4.2072, -1.4856], [3.7062, 4.1283, 0.5212], [2.5881, 1.5432, 2.2930], [3.0513, 2.8437, 3.4780], [1.2914, 2.3854, 3.2333]]
}

***

{
  "formula": "C17H19FN4OS",
  "method": "the ωB97M-V functional and the def2-TZVPD basis",
  "orbital_gap_ev": 8.845,
  "smiles": "Cc1nc2sc([C@H](c3cccc(F)c3)N3CCCCC3)c(O)n2n1",
  "e_lumo_ev": 0.61,
  "homo_energy_ev": -8.23,
  "total_charge": 0,
  "elements": ["C", "C", "N", "C", "S", "C", "C", "C", "C", "C", "C", "C", "F", "C", "N", "C", "C", "C", "C", "C", "C", "O", "N", "N", "H", "H", "H", "H", "H", "H", "H", "H", "H", "H", "H", "H", "H", "H", "H", "H", "H", "H", "H"],
  "positions_angstrom": [[-5.5835, -2.1481, 0.8190], [-4.2892, -1.6303, 0.3257], [-4.1927, -0.8246, -0.7591], [-2.8991, -0.6047, -0.8528], [-1.7880, 0.2459, -1.8370], [-0.4408, -0.3288, -0.8418], [0.9664, 0.1373, -1.1233], [1.9575, -0.9653, -0.8055], [1.7098, -2.2645, -1.2349], [2.6097, -3.2809, -0.9720], [3.7808, -3.0202, -0.2817], [4.0231, -1.7207, 0.1192], [5.1681, -1.4427, 0.7801], [3.1378, -0.6901, -0.1333], [1.3056, 1.3828, -0.4608], [0.8368, 2.5597, -1.1779], [0.9567, 3.7942, -0.2949], [-0.0180, 3.7038, 0.8854], [-0.2139, 2.2425, 1.3087], [1.0393, 1.4337, 0.9719], [-0.8834, -1.1114, 0.1749], [-0.1642, -1.7279, 1.1299], [-2.2447, -1.2551, 0.1486], [-3.1322, -1.9158, 0.9040], [-6.2371, -1.3170, 1.0753], [-5.4154, -2.7708, 1.6923], [-6.0685, -2.7278, 0.0365], [1.0339, 0.3347, -2.2023], [0.8052, -2.4826, -1.7831], [2.4000, -4.2850, -1.3079], [4.4955, -3.7971, -0.0622], [3.3694, 0.3124, 0.1825], [-0.2097, 2.4601, -1.5104], [1.4606, 2.6715, -2.0719], [0.7500, 4.6860, -0.8873], [1.9838, 3.8643, 0.0647], [-0.9817, 4.1331, 0.6058], [0.3721, 4.2872, 1.7207], [-1.0704, 1.8145, 0.7837], [-0.4184, 2.1769, 2.3780], [0.9614, 0.4152, 1.3518], [1.8985, 1.9040, 1.4648], [-0.7712, -2.2482, 1.6767]]
}

***

{
  "formula": "C17H19FN6O2S2",
  "method": "the ωB97M-V functional and the def2-TZVPD basis",
  "de_lowest_kcal_mol": 39.5,
  "orbital_gap_ev": 8.325,
  "smiles": "CCOc1ccc(-c2nc(CSc3nc(N)nc(N)n3)cs2)cc1OCCF",
  "e_lumo_ev": 0.10,
  "homo_energy_ev": -8.22,
  "total_charge": 0,
  "elements": ["C", "C", "O", "C", "C", "C", "C", "C", "N", "C", "C", "S", "C", "N", "C", "N", "N", "C", "N", "N", "C", "S", "C", "C", "O", "C", "C", "F", "H", "H", "H", "H", "H", "H", "H", "H", "H", "H", "H", "H", "H", "H", "H", "H", "H", "H", "H"],
  "positions_angstrom": [[-0.5055, 5.1575, 1.7529], [-1.8152, 4.7860, 1.0026], [-2.5295, 3.5907, 1.3837], [-1.7978, 2.4891, 1.6938], [-1.9650, 2.0256, 2.9734], [-1.4356, 0.8056, 3.3580], [-0.6094, 0.0351, 2.4826], [0.1312, -1.2305, 2.8683], [0.8308, -1.8308, 1.9595], [1.2305, -3.0825, 2.4668], [1.7211, -3.9363, 1.3217], [0.3441, -4.2317, 0.1165], [0.8619, -3.6321, -1.4296], [2.1359, -3.8167, -1.7512], [2.5038, -3.1628, -2.8440], [3.7611, -3.3554, -3.3446], [1.7188, -2.5154, -3.6452], [0.6079, -2.3230, -3.1566], [-0.2979, -1.5329, -3.7916], [0.0963, -2.8699, -2.1521], [0.8007, -3.4292, 3.7355], [0.0368, -2.0994, 4.5005], [-0.3683, 0.5925, 1.1490], [-0.9432, 1.8405, 0.7861], [-0.7188, 2.3317, -0.4380], [-1.1839, 1.5988, -1.5743], [-0.8959, 2.3249, -2.8915], [-1.8443, 1.9538, -3.8785], [-0.2476, 4.5803, 2.6059], [-0.5747, 6.2540, 2.1728], [0.3561, 5.2209, 1.0144], [-2.4573, 5.6590, 1.0499], [-1.4335, 4.7296, -0.0402], [-2.7092, 2.4387, 3.7195], [-1.5815, 0.3892, 4.4024], [2.5960, -3.4083, 0.7772], [2.0657, -4.8577, 1.7584], [3.7332, -3.2127, -4.3360], [4.3405, -4.0688, -2.9034], [-0.2702, -1.6261, -4.7907], [-1.1884, -1.9484, -3.5273], [0.7740, -4.4429, 3.9988], [0.4644, 0.3046, 0.5718], [-0.6262, 0.6290, -1.5932], [-2.2919, 1.4250, -1.4639], [0.0755, 2.0430, -3.3078], [-0.8954, 3.4083, -2.7623]]
}

***

Number 1: M 330.819 g mol⁻¹, F_max 0.096 Eh/bohr. Number 2: M 452.338 g mol⁻¹, F_max 0.109 Eh/bohr. Number 3: M 318.348 g mol⁻¹, F_max 0.350 Eh/bohr. Number 4: M 382.413 g mol⁻¹, F_max 0.061 Eh/bohr. Number 5: M 346.431 g mol⁻¹, F_max 0.026 Eh/bohr. Number 6: M 422.511 g mol⁻¹, F_max 0.127 Eh/bohr.